# 1
The following is a quantum chemistry calculation of a molecular structure, C2H21FHfO9, from the OMol25 dataset.

- spin multiplicity = 2
- HOMO energy (spin up / spin down) (eV) = -12.692 / -12.694
- HOMO-LUMO gap (spin up / spin down) (eV) = 6.46 / 5.84
- F_max (eV/Å) = 8.6
- DFT total energy (hartree) = -913.437778
- M (u) = 386.7
- total charge = +1
- LUMO level (spin up / spin down) (eV) = -6.228 / -6.856

```
34
C2H21FHfO9 ωB97M-V/def2-TZVPD
Hf 2.882 -0.503 2.671
F 1.723 -2.612 2.776
C -0.538 0.138 -0.802
C -0.165 0.426 0.709
O 0.969 -0.230 1.165
H -1.237 0.941 -1.038
H -0.802 -0.898 -1.013
H 0.247 0.221 -1.553
H -1.036 0.081 1.267
H -0.142 1.512 0.790
O 1.514 -2.437 -0.805
H 0.778 -2.783 -1.310
H 1.175 -1.636 -0.405
O 3.679 0.979 0.860
H 3.460 1.874 0.602
H 4.209 0.643 0.138
O -2.074 -3.061 0.014
H -1.795 -3.121 0.927
H -1.278 -3.224 -0.492
O 2.013 1.842 2.952
H 1.327 2.205 2.392
H 2.067 2.449 3.690
O -1.233 -1.340 3.823
H -0.906 -1.215 2.933
H -1.659 -2.197 3.805
O -3.835 -0.092 -1.329
H -3.038 0.105 -1.821
H -3.616 -0.873 -0.821
O 1.020 2.324 -3.418
H 0.083 2.480 -3.297
H 1.364 3.161 -3.732
O -2.018 1.389 -3.340
H -1.108 1.127 -3.196
H -2.032 2.326 -3.141
```

# 2
The following is a quantum chemistry calculation of a molecular structure, C2H21O9Sn, from the OMol25 dataset.

- spin multiplicity = 1
- HOMO energy (eV) = -10.889
- HOMO-LUMO gap (eV) = 7.71
- energy above the lowest of the compared OMol25 structures with the same formula, charge and spin (kcal per mole) = 8.7
- F_max (eV/Å) = 5.5
- DFT total energy (hartree) = -979.985690
- M (u) = 307.9
- total charge = +1
- LUMO level (eV) = -3.180

```
33
C2H21O9Sn ωB97M-V/def2-TZVPD
Sn -0.408 -0.588 -0.406
C 1.042 2.665 0.243
C -0.131 2.645 1.292
O -0.668 1.386 1.007
H 1.964 2.411 0.698
H 1.319 3.684 -0.130
H 0.899 1.958 -0.595
H -0.927 3.376 1.220
H 0.115 2.662 2.264
O -0.621 1.145 -2.328
H -0.261 0.690 -3.094
H -1.301 1.796 -2.585
O 2.025 -0.100 -1.125
H 2.473 -0.431 -1.885
H 2.601 0.637 -0.910
O 0.378 -2.024 -2.449
H -0.117 -1.750 -3.258
H 0.383 -2.934 -2.592
O -1.546 -1.037 2.230
H -2.435 -0.681 2.280
H -1.067 -0.539 2.919
O -2.938 -0.205 -0.634
H -3.692 -0.473 -1.189
H -3.121 0.648 -0.316
O 1.534 -2.333 0.723
H 1.743 -2.237 1.658
H 2.182 -1.858 0.255
O -1.183 -3.061 0.056
H -1.902 -3.067 0.663
H -0.548 -3.830 0.123
O 1.317 0.132 2.101
H 2.199 0.459 1.879
H 0.703 0.845 1.897
```

# 3
The following is a quantum chemistry calculation of 9 unconnected molecules or ions with the total composition C2H22N2O8, from the OMol25 dataset.

- spin multiplicity = 2
- HOMO energy (spin up / spin down) (eV) = -14.113 / -14.111
- HOMO-LUMO gap (spin up / spin down) (eV) = 10.11 / 6.19
- F_max (eV/Å) = 2.3
- DFT total energy (hartree) = -800.495144
- M (u) = 202.2
- total charge = +1
- LUMO level (spin up / spin down) (eV) = -4.003 / -7.918

```
34
C2H22N2O8 ωB97M-V/def2-TZVPD
C 0.485 0.608 -0.059
N 0.900 0.217 -2.921
C 0.982 1.349 -2.280
N 1.027 1.536 -0.957
H -0.589 0.373 -0.102
H 0.750 0.839 0.964
H 0.815 -0.454 -0.035
H 0.529 0.222 -3.868
H 0.538 -0.557 -2.338
H 1.112 2.263 -2.850
H -2.936 -0.198 1.913
H -1.594 -0.015 2.879
O -1.996 -0.280 2.059
H 2.826 -0.015 0.676
H 3.313 1.089 1.522
O 3.278 0.116 1.514
H 2.040 0.194 3.121
H 0.733 -0.703 3.075
O 1.088 0.169 3.261
H -3.135 -0.336 -0.792
H -3.747 0.951 -1.051
O -3.586 0.361 -0.300
H 1.551 2.666 0.996
H 1.162 2.307 2.426
O 1.837 2.767 1.908
H -1.448 -0.024 -2.185
H -2.195 -0.961 -3.161
O -1.842 -0.071 -3.055
H -0.259 -2.059 -0.785
H -0.039 -2.856 -2.043
O -0.553 -2.113 -1.711
H -0.976 -1.977 1.447
H 0.017 -3.139 1.570
O -0.093 -2.272 1.160
```

# 4
The following is a quantum chemistry calculation of 11 unconnected molecules or ions with the total composition C2H24ClN4O14, from the OMol25 dataset.

- spin multiplicity = 1
- HOMO energy (eV) = -7.229
- HOMO-LUMO gap (eV) = 9.72
- energy above the lowest of the compared OMol25 structures with the same formula, charge and spin (kcal per mole) = 0.0
- F_max (eV/Å) = 1.3
- DFT total energy (hartree) = -1823.095389
- M (u) = 363.7
- total charge = -1
- LUMO level (eV) = 2.490

```
45
C2H24ClN4O14 ωB97M-V/def2-TZVPD
Cl 0.099 -0.150 -0.741
O 1.360 0.271 -0.176
O 0.301 -1.054 -1.855
O -0.656 -0.801 0.312
O -0.597 1.008 -1.229
O 2.255 -3.241 -1.818
H 1.948 -2.330 -1.719
H 2.707 -3.269 -2.666
O 1.740 -3.205 1.144
H 0.995 -2.611 1.287
H 2.487 -2.763 1.558
O -2.697 -0.943 -3.405
H -1.864 -0.714 -2.979
H -2.971 -1.754 -2.969
O 2.631 -0.245 -3.949
H 1.717 -0.425 -3.692
H 2.990 -1.105 -4.181
O 1.507 3.341 1.543
H 1.948 4.036 2.040
H 2.199 2.920 1.023
O -0.691 1.639 2.133
H -0.219 2.420 1.813
H -0.326 0.902 1.633
O -0.345 -4.163 -0.602
H -1.199 -4.423 -0.245
H -0.539 -3.423 -1.188
O -2.948 -0.361 2.685
H -2.635 -0.564 1.795
H -3.162 0.575 2.650
C 3.681 1.101 3.335
O 3.170 1.680 4.279
N 2.972 0.644 2.254
N 5.035 0.882 3.271
H 3.500 0.121 1.578
H 2.028 0.928 2.060
H 5.500 0.733 2.394
H 5.568 1.325 3.996
C -4.478 1.620 -1.911
O -4.066 1.744 -3.045
N -5.799 1.912 -1.595
N -3.728 1.229 -0.829
H -6.327 2.332 -2.335
H -6.257 1.607 -0.758
H -2.738 1.089 -0.965
H -4.095 1.486 0.068
```

# 5
The following is a quantum chemistry calculation of a molecular structure, C2H25O15V2, from the OMol25 dataset.

- spin multiplicity = 1
- HOMO energy (eV) = -13.094
- HOMO-LUMO gap (eV) = 6.42
- F_max (eV/Å) = 9.0
- DFT total energy (hartree) = -3107.519552
- M (u) = 391.1
- total charge = +1
- LUMO level (eV) = -6.676

```
44
C2H25O15V2 ωB97M-V/def2-TZVPD
O 5.473 3.278 23.221
V 4.580 3.590 24.527
O 4.073 5.052 24.100
O 7.821 2.694 20.706
V 6.801 2.858 21.975
O 6.690 1.260 22.299
C 10.121 3.858 24.573
C 8.929 4.310 23.728
O 7.965 3.270 23.589
H 10.628 2.967 24.255
H 9.589 3.770 25.497
H 10.851 4.637 24.655
H 9.250 4.466 22.668
H 8.428 5.138 24.118
O 5.318 1.778 25.365
H 4.910 0.907 25.433
H 6.253 1.556 25.281
O 10.486 6.742 20.710
H 10.038 6.186 20.100
H 10.924 6.061 21.214
O 6.775 4.930 21.560
H 6.236 5.421 20.914
H 7.352 5.664 21.825
O 5.975 7.039 24.221
H 5.366 7.741 24.464
H 6.810 7.372 23.967
O 11.576 4.513 21.924
H 11.248 3.957 21.208
H 10.905 4.434 22.609
O 11.597 0.542 24.147
H 11.132 1.001 24.833
H 11.092 0.816 23.395
O 7.945 1.029 25.038
H 8.337 1.635 24.430
H 8.269 0.198 24.819
O 8.385 7.291 22.463
H 8.996 7.197 21.764
H 8.704 7.981 23.047
O 6.179 4.569 25.304
H 7.038 4.220 24.981
H 6.223 5.441 24.873
O 10.158 3.045 20.251
H 10.120 3.697 19.526
H 9.259 2.946 20.600
```

# 6
The following is a quantum chemistry calculation of a molecular structure, C2H26HfO12, from the OMol25 dataset.

- spin multiplicity = 1
- HOMO energy (eV) = -16.300
- HOMO-LUMO gap (eV) = 8.46
- energy above the lowest of the compared OMol25 structures with the same formula, charge and spin (kcal per mole) = 10.0
- F_max (eV/Å) = 6.7
- DFT total energy (hartree) = -1042.166544
- M (u) = 420.7
- total charge = +2
- LUMO level (eV) = -7.835

```
41
C2H26HfO12 ωB97M-V/def2-TZVPD
Hf 1.292 1.874 -0.334
C -0.307 -0.684 0.892
O 0.603 0.270 0.527
H -1.082 -0.426 1.623
H 0.086 -1.687 1.090
H -0.806 -0.797 -0.025
C 3.655 0.398 1.070
O 3.083 1.355 0.232
H 4.637 0.026 0.837
H 2.983 -0.489 1.114
H 3.561 0.956 2.054
O -0.016 1.656 -2.016
H 0.307 1.157 -2.779
H -0.670 2.218 -2.391
O 1.931 -2.558 -0.058
H 1.737 -1.842 0.619
H 1.024 -2.943 -0.236
O -0.357 -3.201 -1.447
H -1.270 -3.396 -1.706
H -0.021 -3.368 -2.316
O -3.659 -0.869 1.045
H -2.820 -0.839 1.528
H -3.661 -1.766 0.861
O 1.853 -0.421 -1.727
H 1.796 -1.291 -1.290
H 2.361 -0.574 -2.527
O -3.027 0.017 -1.366
H -3.222 -0.307 -0.478
H -2.343 -0.451 -1.811
O -1.447 -1.190 -3.175
H -1.240 -1.726 -2.409
H -1.915 -1.788 -3.740
O 1.337 2.441 1.837
H 0.607 2.567 2.469
H 2.226 2.579 2.249
O -0.825 2.099 3.318
H -1.019 2.750 3.936
H -1.643 1.883 2.972
O -0.890 2.652 0.317
H -1.121 3.514 0.717
H -1.711 2.196 0.529
```

# 7
The following is a quantum chemistry calculation of 10 unconnected molecules or ions with the total composition C2H26N2O9, from the OMol25 dataset.

- spin multiplicity = 1
- HOMO energy (eV) = -9.036
- HOMO-LUMO gap (eV) = 9.23
- energy above the lowest of the compared OMol25 structures with the same formula, charge and spin (kcal per mole) = 23.2
- SMILES = NCCN.O.O.O.O.O.O.O.O.O
- F_max (eV/Å) = 3.8
- DFT total energy (hartree) = -878.401382
- M (u) = 222.2
- total charge = 0
- LUMO level (eV) = 0.191

```
39
C2H26N2O9 ωB97M-V/def2-TZVPD
C -2.574 -0.617 0.154
C -2.035 0.768 -0.342
N -2.204 1.100 -1.738
N -2.194 -0.836 1.533
H -3.600 -0.788 -0.250
H -2.026 -1.313 -0.537
H -2.674 1.508 0.205
H -1.124 1.267 0.076
H -2.930 0.523 -2.124
H -1.345 0.965 -2.247
H -2.049 -0.073 2.175
H -2.905 -1.385 1.996
H -1.248 -1.900 -3.722
H -0.924 -0.742 -2.945
O -1.634 -1.034 -3.531
H 3.038 2.635 2.127
H 1.724 2.017 2.307
O 2.137 2.908 2.432
H 1.081 4.101 0.985
H -0.261 4.664 1.429
O 0.153 4.224 0.679
H 3.116 -3.179 0.738
H 2.287 -2.411 -0.379
O 2.310 -3.167 0.218
H 0.767 -0.499 1.212
H 1.973 -0.014 0.491
O 1.398 0.233 1.231
H 0.404 -3.741 -1.111
H -0.873 -3.594 -2.112
O -0.150 -3.167 -1.653
H 1.290 -0.402 -1.988
H 1.737 0.870 -1.275
O 2.088 0.043 -1.677
H 1.678 -1.904 2.690
H 0.944 -2.315 3.768
O 1.766 -2.622 3.351
H 0.385 2.675 -1.227
H 1.205 2.797 -0.035
O 1.270 2.406 -0.903
```

# 8
The following is a quantum chemistry calculation of 11 unconnected molecules or ions with the total composition C2H26NO11, from the OMol25 dataset.

- spin multiplicity = 1
- HOMO energy (eV) = -5.123
- HOMO-LUMO gap (eV) = 7.80
- energy above the lowest of the compared OMol25 structures with the same formula, charge and spin (kcal per mole) = 82.7
- F_max (eV/Å) = 13.8
- DFT total energy (hartree) = -974.142027
- M (u) = 240.2
- total charge = -1
- LUMO level (eV) = 2.681

```
40
C2H26NO11 ωB97M-V/def2-TZVPD
C -0.595 -0.834 -0.064
O -0.959 0.117 0.723
C -1.637 -1.103 -1.369
N -1.478 -0.136 -2.499
H 0.396 -0.604 -0.659
H -0.483 -1.815 0.411
H -1.467 -2.186 -1.744
H -2.681 -0.936 -0.933
H -1.020 0.747 -2.240
H -0.593 -0.449 -3.094
H 0.725 0.032 1.860
H 0.683 -0.289 3.465
O 1.234 -0.092 2.686
H -1.975 -2.354 1.523
H -1.737 -3.101 2.701
O -2.097 -3.240 1.720
H 1.879 -3.231 -2.506
H 2.393 -2.328 -1.151
O 2.231 -2.395 -2.129
H -2.732 0.643 0.764
H -3.316 0.697 -0.483
O -3.540 0.978 0.311
H 1.945 -0.861 -2.782
H 1.609 0.631 -2.345
O 1.520 0.068 -2.935
H 0.919 3.732 -0.509
H 2.129 3.844 -1.443
O 1.262 4.199 -1.275
H -2.855 -0.508 2.967
H -1.308 -0.458 2.394
O -1.876 -0.729 3.115
H 2.400 0.507 -0.416
H 2.959 -0.288 0.695
O 2.859 -0.230 -0.210
H -0.383 1.399 0.431
H -0.697 2.988 -0.155
O -0.010 2.323 -0.010
H 2.453 1.206 2.342
H 1.460 2.083 1.180
O 2.381 1.971 1.664
```

# 9
The following is a quantum chemistry calculation of a molecular structure, C2H2As3F18O6Pt, from the OMol25 dataset.

- spin multiplicity = 3
- HOMO energy (spin up / spin down) (eV) = -0.852 / -0.828
- HOMO-LUMO gap (spin up / spin down) (eV) = 7.18 / 7.16
- energy above the lowest of the compared OMol25 structures with the same formula, charge and spin (kcal per mole) = 0.0
- F_max (eV/Å) = 1.7
- DFT total energy (hartree) = -9153.503773
- M (u) = 883.8
- total charge = -3
- LUMO level (spin up / spin down) (eV) = 6.328 / 6.328

```
32
C2H2As3F18O6Pt ωB97M-V/def2-TZVPD
Pt -0.760 0.537 -0.506
As -2.722 -2.824 -0.132
F -2.098 -1.286 -0.791
F -4.260 -2.551 -0.923
F -3.385 -4.284 0.549
F -1.207 -3.147 0.571
F -3.286 -1.924 1.243
F -2.228 -3.619 -1.592
As 2.727 -1.626 -0.075
F 2.429 -2.902 -1.212
F 2.043 -2.545 1.224
F 3.051 -0.352 1.040
F 3.397 -0.682 -1.371
F 1.139 -0.912 -0.400
F 4.290 -2.346 0.284
As 1.037 3.808 0.736
F -0.202 4.530 1.730
F 0.523 4.749 -0.646
F 2.280 3.117 -0.227
F 1.467 2.814 2.055
F -0.183 2.615 0.205
F 2.152 5.063 1.226
O -0.119 1.571 -4.307
C -0.237 1.208 -3.012
O -1.354 0.742 -2.614
O 0.668 1.378 -2.195
H -1.014 1.529 -4.662
O -1.322 -1.306 3.259
C -0.476 -0.313 2.800
O -0.811 0.203 1.672
O 0.512 -0.030 3.442
H -2.052 -1.214 2.628
```

# 10
The following is a quantum chemistry calculation of 2 unconnected molecules or ions with the total composition C2H2Br2N2O4, from the OMol25 dataset.

- spin multiplicity = 1
- HOMO energy (spin up / spin down) (eV) = -9.933 / -9.888
- HOMO-LUMO gap (spin up / spin down) (eV) = 7.28 / 7.20
- energy above the lowest of the compared OMol25 structures with the same formula, charge and spin (kcal per mole) = 26.0
- F_max (eV/Å) = 3.8
- DFT total energy (hartree) = -5635.585242
- M (u) = 277.9
- total charge = 0
- LUMO level (spin up / spin down) (eV) = -2.648 / -2.692

```
12
C2H2Br2N2O4 ωB97M-V/def2-TZVPD
C -0.165 1.177 0.437
C -0.101 -1.175 -0.399
N -0.102 0.516 1.641
N -0.114 -0.561 -1.687
O -1.102 0.077 2.164
O 0.934 -0.540 -2.318
O 0.993 0.313 2.143
O -1.107 0.041 -2.076
Br 1.373 1.952 -0.070
Br 1.478 -1.828 0.247
H -1.085 1.367 -0.089
H -1.001 -1.340 0.009
```

# 11
The following is a quantum chemistry calculation of a molecular structure, C2H2Br3Cl3, from the OMol25 dataset.

- spin multiplicity = 1
- HOMO energy (eV) = -10.528
- HOMO-LUMO gap (eV) = 10.37
- energy above the lowest of the compared OMol25 structures with the same formula, charge and spin (kcal per mole) = 0.0
- F_max (eV/Å) = 0.6
- DFT total energy (hartree) = -9180.006888
- M (u) = 372.1
- total charge = 0
- LUMO level (eV) = -0.159

```
10
C2H2Br3Cl3 ωB97M-V/def2-TZVPD
C -1.784 0.683 1.324
Br -1.639 -0.726 0.039
Br -0.077 1.576 1.514
Br -2.405 0.052 3.027
H -2.493 1.414 0.967
C 1.628 -0.528 -1.313
Cl 3.250 0.084 -1.389
Cl 1.599 -2.132 -0.577
Cl 0.882 -0.550 -2.909
H 1.039 0.127 -0.683
```

# 12
The following is a quantum chemistry calculation of a molecular structure, C2H2Br3ClS, from the OMol25 dataset.

- spin multiplicity = 1
- HOMO energy (eV) = -9.126
- HOMO-LUMO gap (eV) = 8.45
- energy above the lowest of the compared OMol25 structures with the same formula, charge and spin (kcal per mole) = 63.9
- F_max (eV/Å) = 5.7
- DFT total energy (hartree) = -8657.713003
- M (u) = 333.3
- total charge = 0
- LUMO level (eV) = -0.678

```
9
C2H2Br3ClS ωB97M-V/def2-TZVPD
C 1.724 0.757 -0.497
C -1.052 -1.317 0.522
S 1.272 2.256 -1.000
Cl -0.166 2.725 0.350
Br 3.054 -0.022 -1.573
Br -1.354 -0.360 -1.191
Br -1.246 -0.151 2.029
H -0.205 -1.879 0.656
H -2.027 -2.009 0.704
```

# 13
The following is a quantum chemistry calculation of a molecular structure, C2H2Br4S, from the OMol25 dataset.

- spin multiplicity = 1
- HOMO energy (eV) = -9.791
- HOMO-LUMO gap (eV) = 9.74
- energy above the lowest of the compared OMol25 structures with the same formula, charge and spin (kcal per mole) = 0.5
- F_max (eV/Å) = 2.8
- DFT total energy (hartree) = -10771.615102
- M (u) = 377.7
- total charge = 0
- LUMO level (eV) = -0.052

```
9
C2H2Br4S ωB97M-V/def2-TZVPD
C 0.549 -0.504 -0.705
C -0.539 0.264 0.011
S -0.790 -0.172 1.768
Br 0.015 -2.380 -0.669
Br 2.270 -0.432 0.200
Br -2.116 0.132 -0.920
Br 0.101 2.135 -0.183
H 0.760 -0.085 -1.800
H -0.249 1.041 2.298
```